(A)
C3H6N2O3 | ωB97M-V/def2-TZVPD

Results
Kohn-Sham gap (spin up / spin down), eV: 7.593 / 6.447
Molar mass, g/mol: 118.09

The geometry in ORCA input format:
```
! wB97M-V def2-TZVPD RIJCOSX def2/J DEFGRID3
* xyz 0 1
H 1.298 1.335 0.117
H 0.558 1.195 1.733
O -1.722 1.961 -2.989
H -0.990 -0.632 2.136
C 1.039 0.651 0.922
C -0.526 -1.241 1.361
H 1.948 0.177 1.303
C 0.058 -0.671 -0.840
O -0.287 -1.546 -1.545
N -0.530 1.814 -3.017
O 0.135 1.061 -2.243
H -1.301 -1.800 0.840
H 0.174 -1.944 1.816
N 0.146 -0.360 0.407
*
```

Atomic partial charges in e from the Löwdin method, atoms 1 to 2: number 1, H, carries 0.093; number 2, H, carries 0.097

(B)
C3H6N2O3 | ωB97M-V/def2-TZVPD

Results
Kohn-Sham gap, eV: 9.336
Molar mass, g/mol: 118.09

The geometry in ORCA input format:
```
! wB97M-V def2-TZVPD RIJCOSX def2/J DEFGRID3
* xyz 0 1
H 1.536 -1.211 -1.050
H 1.599 0.442 -1.713
C 0.951 -0.400 -1.473
N -0.027 0.007 -0.472
H -1.058 1.044 1.649
H -1.685 0.850 -0.768
O -2.201 -0.835 0.019
H 0.236 0.853 2.825
C -1.091 -1.256 0.011
O 1.639 -0.557 1.242
H 0.416 -0.746 -2.355
C 0.568 -0.061 1.058
N -0.134 0.731 1.897
O -0.748 1.138 -0.871
*
```

Atomic partial charges in e from the Löwdin method, atoms 1 to 2: number 1, H, carries 0.092; number 2, H, carries 0.102

(C)
C3H6N2O3 | ωB97M-V/def2-TZVPD

Results
Kohn-Sham gap, eV: 4.383
Molar mass, g/mol: 118.09

The geometry in ORCA input format:
```
! wB97M-V def2-TZVPD RIJCOSX def2/J DEFGRID3
* xyz 0 1
C -2.608 -0.296 0.168
O 1.298 -0.140 1.701
O -1.780 -1.099 -0.302
H 1.561 -2.117 0.308
H -0.478 0.590 -0.982
H -0.208 1.477 0.591
C 0.260 0.881 -0.190
N 1.470 -1.293 -0.269
N 1.531 1.087 -0.724
H -3.630 -0.700 0.351
H 2.098 -1.162 -1.038
H 1.876 2.049 -0.594
C 1.113 -0.184 0.508
O -2.504 0.907 0.472
*
```

Atomic partial charges in e from the Löwdin method, atoms 1 to 2: number 1, C, carries -0.582; number 2, O, carries 0.161

(D)
C3H6N2O3 | ωB97M-V/def2-TZVPD

Results
Kohn-Sham gap (spin up / spin down), eV: 9.440 / 9.441
SMILES: C/C(C[N+](=O)[O-])=N/O
Molar mass, g/mol: 118.09

The geometry in ORCA input format:
```
! wB97M-V def2-TZVPD RIJCOSX def2/J DEFGRID3
* xyz 0 1
H 1.609 -1.590 -0.979
O 1.095 2.607 -1.052
N -1.392 -1.171 0.597
N 1.077 1.664 -0.307
H 0.544 -2.414 0.116
H -0.935 1.398 0.259
H -0.724 1.162 -1.335
H -3.082 -0.584 1.345
O -2.338 -0.144 0.923
H 1.580 -1.184 0.666
O 1.962 1.356 0.378
C -0.229 0.895 -0.392
C 1.014 -1.462 -0.108
C -0.181 -0.535 -0.110
*
```

Atomic partial charges in e from the Löwdin method, atoms 1 to 2: number 1, H, carries 0.080; number 2, O, carries 0.073

From most stable to least stable, the computed energies give (B), (A), (C), (D).